The following is a DFT calculation (ωB97M-V/def2-TZVPD) of 12 unconnected molecules or ions with the total composition C54H117N3O18 at a distorted geometry.

XYZ file:
```
192
Properties=species:S:1:pos:R:3:forces:R:3:lowdin_charge:R:1
O 22.016 26.207 13.274 -0.06 -1.06 -1.68 0.07
C 22.148 25.747 12.138 0.65 1.27 1.50 -0.50
O 21.309 26.030 11.131 -0.47 -0.60 0.52 -0.01
C 20.039 26.639 11.465 -0.18 1.41 -1.25 -0.21
C 18.920 25.696 11.785 0.41 -0.89 0.27 -0.07
C 23.346 24.941 11.672 -0.51 -0.50 -0.08 0.01
H 19.781 27.107 10.515 0.09 0.36 0.06 0.12
H 20.130 27.432 12.207 0.36 -0.28 0.12 0.10
H 19.331 24.963 12.479 -0.45 -0.19 0.30 0.07
H 18.578 25.162 10.898 0.02 0.00 0.03 0.07
H 18.066 26.216 12.219 0.18 0.06 0.13 0.08
H 23.038 24.248 10.888 -0.03 0.21 -0.03 0.06
H 23.705 24.307 12.483 0.05 0.32 0.08 0.08
H 24.151 25.565 11.286 -0.13 0.23 0.17 0.09
O 18.228 20.104 14.301 -0.93 0.48 -0.01 0.08
C 17.469 20.377 13.394 1.08 0.19 -0.40 -0.48
O 16.540 21.367 13.399 0.31 -1.07 -0.56 -0.01
C 16.332 22.092 14.597 0.35 2.02 0.90 -0.21
C 17.266 23.322 14.730 0.30 -1.57 0.61 -0.06
C 17.625 19.688 12.024 -0.56 1.36 0.97 0.04
H 16.430 21.449 15.471 -0.07 -0.09 -0.10 0.11
H 15.358 22.581 14.573 -0.42 -0.81 -0.26 0.11
H 17.114 24.067 13.948 0.18 -0.16 0.07 0.08
H 18.274 22.920 14.830 0.38 0.37 -0.67 0.05
H 17.100 23.751 15.718 -0.40 0.26 -0.18 0.05
H 18.699 19.589 11.869 -0.18 -0.44 0.01 0.06
H 17.224 20.377 11.280 -0.08 -0.30 -0.19 0.08
H 17.053 18.761 12.062 0.25 -0.14 -0.26 0.07
O 14.315 17.567 11.593 -0.90 0.46 -2.00 0.07
C 13.960 18.182 10.581 1.28 -0.34 1.53 -0.52
O 13.421 17.687 9.484 0.26 -0.52 -0.54 0.00
C 13.248 16.276 9.305 -1.51 -0.78 -0.04 -0.20
C 12.659 16.058 7.895 1.02 -0.01 0.69 -0.05
C 14.225 19.649 10.419 0.86 0.44 0.69 0.03
H 12.536 15.944 10.060 -0.17 -0.01 0.02 0.13
H 14.111 15.637 9.496 0.49 0.69 -0.20 0.10
H 12.548 14.989 7.715 -0.42 0.00 0.21 0.08
H 13.395 16.361 7.151 -0.14 0.39 -0.07 0.07
H 11.725 16.609 7.786 0.09 -0.18 -0.14 0.08
H 13.357 20.272 10.633 0.00 -0.10 -0.09 0.10
H 14.688 19.937 9.475 -0.53 -0.32 -0.30 0.09
H 15.010 19.851 11.148 -0.36 0.30 0.27 0.05
O 12.862 18.502 16.769 0.59 0.83 0.20 0.08
C 13.575 19.403 16.365 -2.02 -1.87 -1.83 -0.55
O 14.400 20.115 17.084 1.10 1.09 0.30 0.01
C 14.534 19.856 18.459 0.07 -0.75 2.78 -0.23
C 14.340 21.080 19.350 -0.53 0.26 -0.64 -0.06
C 13.622 19.713 14.845 0.59 0.28 1.30 0.05
H 15.524 19.541 18.788 0.46 -0.29 -1.36 0.10
H 13.910 19.031 18.802 -0.32 0.08 -0.50 0.12
H 13.312 21.279 19.654 -0.14 0.08 -0.36 0.07
H 14.727 21.909 18.758 -0.03 0.42 0.36 0.07
H 14.902 20.980 20.278 0.17 -0.07 -0.17 0.07
H 14.142 18.843 14.445 0.06 0.15 -0.37 0.08
H 14.185 20.633 14.688 0.05 -0.20 -0.23 0.05
H 12.645 19.801 14.370 0.01 -0.21 0.41 0.07
O 16.446 17.502 17.172 1.58 -1.28 -0.86 0.08
C 17.016 16.731 16.400 -2.05 -0.20 0.68 -0.47
O 17.248 15.417 16.643 0.70 0.22 0.46 -0.01
C 17.185 14.844 17.980 -0.81 0.47 0.14 -0.21
C 18.348 15.196 18.886 -0.27 -0.03 0.12 -0.07
C 17.229 17.058 14.943 0.18 0.35 -0.30 0.03
H 16.967 13.787 17.829 0.60 -0.02 -0.19 0.12
H 16.306 15.201 18.517 -0.27 0.35 -0.36 0.11
H 18.147 14.773 19.870 -0.05 -0.28 0.02 0.08
H 18.281 16.270 19.061 0.53 0.10 -0.25 0.07
H 19.335 14.854 18.577 -0.11 0.26 -0.25 0.08
H 18.099 17.703 14.819 -0.21 0.29 0.22 0.05
H 16.324 17.575 14.626 0.14 0.27 -0.03 0.08
H 17.387 16.245 14.234 -0.09 -0.47 0.62 0.07
O 15.171 25.513 15.437 0.78 1.76 0.73 0.04
C 15.596 26.622 15.791 -1.38 -1.71 -2.30 -0.50
O 15.940 26.898 17.016 1.16 1.04 1.20 0.01
C 16.038 25.905 18.042 -0.25 -1.48 0.22 -0.22
C 16.772 26.445 19.259 -0.77 0.11 -0.80 -0.04
C 15.740 27.776 14.766 0.22 -0.56 1.03 0.03
H 16.487 24.966 17.721 0.27 0.19 -0.70 0.11
H 15.028 25.606 18.323 -0.17 0.17 0.06 0.12
H 17.797 26.742 19.038 -0.22 0.36 -0.05 0.07
H 16.839 25.670 20.024 -0.32 0.10 0.00 0.06
H 16.092 27.247 19.545 0.77 0.40 0.75 0.09
H 16.275 28.647 15.144 0.01 -0.28 0.15 0.07
H 14.760 28.106 14.420 0.00 -0.35 -0.09 0.08
H 16.334 27.328 13.969 -0.23 0.26 -0.18 0.07
O 18.728 28.347 14.667 3.47 -0.21 1.56 0.04
C 19.911 28.448 15.080 -2.47 0.18 -0.27 -0.45
O 20.513 27.676 16.028 -0.48 0.84 -0.12 -0.02
C 19.790 26.681 16.794 -0.58 -1.02 -1.50 -0.16
C 19.820 25.333 16.007 0.02 0.54 0.37 -0.04
C 20.887 29.492 14.534 -0.28 -0.61 -0.20 0.02
H 18.768 27.006 16.992 -0.06 0.17 -0.38 0.09
H 20.255 26.558 17.772 0.44 0.26 -0.26 0.12
H 20.826 24.912 16.027 -0.02 -0.12 0.27 0.07
H 19.591 25.416 14.944 -0.19 0.56 0.03 0.06
H 19.089 24.636 16.414 0.24 -0.08 0.30 0.05
H 21.876 29.043 14.631 0.06 0.24 -0.52 0.08
H 20.922 30.494 14.962 -0.39 -0.34 0.90 0.08
H 20.552 29.730 13.525 0.41 -0.51 -0.25 0.08
O 14.355 12.371 11.450 1.28 -0.36 0.24 0.08
C 15.516 12.209 11.809 -2.72 0.40 -0.43 -0.53
O 16.373 13.213 11.872 1.92 -0.23 0.22 0.00
C 16.073 14.556 11.565 0.10 1.54 -0.16 -0.21
C 17.335 15.394 11.321 0.01 -0.56 0.06 -0.06
C 16.081 10.899 12.284 0.81 0.22 0.29 0.02
H 15.581 15.029 12.415 -0.55 -0.28 -0.12 0.13
H 15.497 14.685 10.649 -0.45 -0.56 0.32 0.10
H 17.882 15.009 10.460 0.18 0.01 0.07 0.08
H 17.986 15.454 12.193 0.08 -0.25 -0.03 0.05
H 17.029 16.416 11.096 -0.18 -0.01 -0.05 0.06
H 16.139 10.165 11.480 -0.21 0.11 0.00 0.09
H 15.504 10.495 13.115 -0.28 0.09 -0.26 0.09
H 17.086 11.074 12.666 0.04 -0.09 -0.11 0.08
O 20.500 17.240 16.042 0.77 2.04 -2.84 0.07
C 20.920 18.170 15.327 0.19 -0.73 2.07 -0.46
O 20.983 18.267 13.973 -0.18 -0.69 0.39 -0.03
C 20.668 17.100 13.177 -0.80 -0.57 0.52 -0.22
C 20.946 17.314 11.726 1.10 0.42 -0.02 -0.07
C 21.565 19.419 15.964 0.01 -0.46 -0.22 0.02
H 19.611 16.855 13.278 0.01 -0.04 0.47 0.09
H 21.274 16.262 13.522 -0.14 -0.01 0.28 0.13
H 20.347 18.112 11.287 0.08 -0.11 -0.08 0.06
H 20.851 16.377 11.177 -0.44 0.03 0.05 0.08
H 22.010 17.540 11.663 0.06 0.43 -0.38 0.08
H 22.396 19.816 15.382 -0.23 -0.10 -0.32 0.07
H 21.985 19.160 16.936 -0.35 -0.15 0.04 0.09
H 20.829 20.213 16.093 -0.08 -0.15 -0.08 0.05
C 9.646 23.804 18.134 0.39 -0.54 0.59 -0.09
C 10.027 22.416 17.601 -0.72 0.43 -0.26 -0.26
N 10.271 22.466 16.156 -0.37 -0.08 0.03 -0.18
C 10.385 21.103 15.611 0.39 0.65 -0.36 -0.26
C 9.045 20.366 15.469 0.49 0.70 0.51 -0.07
C 11.346 23.430 15.799 -0.04 -0.15 0.58 -0.22
C 12.669 23.232 16.563 -0.55 -0.04 -0.40 -0.07
H 9.045 23.731 19.041 0.02 -0.21 0.10 0.07
H 9.017 24.320 17.409 0.37 0.15 -0.09 0.08
H 10.551 24.335 18.430 -0.16 0.51 -0.35 0.06
H 10.859 21.929 18.109 0.48 0.30 0.40 0.10
H 9.189 21.769 17.858 -0.16 -0.21 -0.64 0.10
H 10.797 21.232 14.610 0.04 -0.08 -0.18 0.10
H 11.120 20.517 16.163 0.03 -0.32 0.25 0.09
H 9.177 19.436 14.917 -0.10 0.16 -0.18 0.07
H 8.609 20.108 16.434 0.03 0.03 0.04 0.06
H 8.392 21.091 14.983 -0.29 -0.40 -0.23 0.07
H 10.976 24.446 15.939 -0.19 0.00 0.21 0.10
H 11.584 23.399 14.736 -0.29 -0.48 -0.13 0.11
H 12.834 22.157 16.493 0.73 0.07 0.19 0.06
H 12.648 23.534 17.610 -0.28 -0.14 0.09 0.06
H 13.455 23.830 16.102 0.16 -0.29 -0.14 0.05
C 17.591 22.560 20.452 1.11 -0.69 -0.47 -0.06
C 19.038 22.130 20.024 -1.11 0.82 -0.20 -0.23
N 19.351 22.455 18.615 -0.15 0.42 -0.16 -0.16
C 20.767 22.188 18.269 -0.89 -0.48 0.29 -0.27
C 21.736 23.117 18.943 0.66 0.00 0.49 -0.08
C 18.476 21.732 17.653 1.13 -0.39 0.53 -0.23
C 18.529 20.217 17.806 -0.73 -0.76 0.22 -0.08
H 16.855 22.132 19.770 -0.09 0.17 0.19 0.03
H 17.498 23.644 20.505 0.00 -0.07 -0.18 0.05
H 17.442 22.153 21.452 -0.24 0.02 0.02 0.07
H 19.662 22.676 20.731 0.49 -0.06 -0.40 0.10
H 19.161 21.066 20.224 0.08 -0.29 0.06 0.10
H 20.956 21.142 18.510 0.54 -0.24 0.43 0.10
H 20.883 22.180 17.185 -0.14 0.55 -0.06 0.08
H 21.609 23.116 20.026 -0.36 0.25 0.01 0.06
H 22.768 22.778 18.862 0.06 -0.15 -0.47 0.07
H 21.705 24.138 18.563 -0.24 -0.01 0.04 0.07
H 18.858 21.945 16.654 -0.05 0.31 -0.03 0.08
H 17.448 22.091 17.694 -0.01 0.05 0.13 0.10
H 19.502 19.750 17.962 0.28 0.43 -0.36 0.06
H 18.074 19.745 16.935 0.02 -0.06 -0.03 0.06
H 17.978 19.842 18.669 -0.38 0.20 0.08 0.06
C 20.100 22.775 10.343 -0.39 0.17 -0.55 -0.09
C 21.268 21.797 10.495 -0.98 1.20 0.26 -0.24
N 22.025 22.022 11.726 0.82 -1.02 0.19 -0.17
C 23.174 21.085 11.737 0.46 1.34 -0.30 -0.23
C 24.271 21.503 10.733 -0.17 -0.08 -0.11 -0.08
C 21.237 21.854 12.967 -0.44 1.13 -0.38 -0.22
C 21.861 22.463 14.230 0.15 -0.24 -0.68 -0.06
H 19.260 22.574 11.007 0.05 0.01 0.08 0.06
H 19.709 22.733 9.326 -0.14 -0.48 -0.15 0.08
H 20.348 23.834 10.403 0.50 -0.17 0.53 0.05
H 20.862 20.788 10.427 -0.02 -0.52 0.09 0.10
H 21.867 21.953 9.598 0.50 -0.12 0.32 0.11
H 23.626 21.139 12.728 -0.10 -0.27 0.05 0.10
H 22.832 20.070 11.532 0.01 -0.35 0.08 0.10
H 23.952 21.407 9.695 -0.08 -0.14 0.00 0.06
H 24.575 22.543 10.848 -0.15 0.01 0.27 0.06
H 25.177 20.906 10.840 -0.08 -0.18 0.11 0.07
H 20.930 20.828 13.172 0.05 -0.41 -0.16 0.10
H 20.331 22.437 12.798 -0.26 -0.19 0.05 0.09
H 21.164 22.330 15.058 0.07 -0.09 0.03 0.05
H 22.035 23.533 14.116 0.07 0.01 -0.07 0.06
H 22.803 21.963 14.454 0.03 0.13 0.30 0.06
```
Forces are in eV/Å.

Properties
Calculated total energy   -3646.3016 a.u.
Molecular weight   1096.5 g mol⁻¹
Energy relative to the best compared isomer or geometry (same formula, charge and spin)   0.0 kcal per mole
Maximum force   3.81 eV/A
SMILES   CCN(CC)CC.CCN(CC)CC.CCN(CC)CC.CCOC(C)=O.CCOC(C)=O.CCOC(C)=O.CCOC(C)=O.CCOC(C)=O.CCOC(C)=O.CCOC(C)=O.CCOC(C)=O.CCOC(C)=O
Multiplicity   1
HOMO-LUMO gap   8.400 eV